{"formula": "C4H12N4O", "method": "wB97M-V/def2-TZVPD", "elements": ["C", "C", "N", "O", "N", "H", "H", "H", "H", "H", "H", "C", "C", "N", "N", "H", "H", "H", "H", "H", "H"], "coordinates": [[0.874, 1.531, 1.076], [0.157, 0.914, -0.081], [-2.467, 0.715, -0.499], [-1.537, 0.781, 0.521], [0.210, 1.221, -1.302], [-3.144, 1.462, -0.348], [-1.957, 0.903, -1.373], [0.859, 1.974, -1.532], [0.543, 1.086, 2.012], [0.654, 2.601, 1.088], [1.953, 1.400, 0.967], [1.574, -1.528, 0.420], [0.125, -1.203, 0.101], [-0.299, -1.650, -1.169], [-0.738, -1.229, 1.119], [0.319, -1.333, -1.908], [-1.229, -1.309, -1.390], [-1.678, -1.474, 0.806], [2.236, -1.115, -0.344], [1.697, -2.613, 0.438], [1.849, -1.134, 1.397]], "mulliken_charge": [-1.5097, 1.0708, -0.5063, -0.2908, -0.7201, 0.2438, 0.2232, 0.2623, 0.3481, 0.4149, 0.3714, -1.2200, 0.5811, -0.6270, -0.5934, 0.2874, 0.3633, 0.2749, 0.3329, 0.3623, 0.3309], "spin_multiplicity": 1, "homo_energy_ev": -7.82, "total_charge": 0, "de_lowest_kcal_mol": 140.0, "e_lumo_ev": -0.617}

{"formula": "C4H12N6", "method": "wB97M-V/def2-TZVPD", "elements": ["C", "C", "C", "C", "N", "N", "N", "N", "N", "N", "H", "H", "H", "H", "H", "H", "H", "H", "H", "H", "H", "H"], "coordinates": [[0.360, 1.027, -0.917], [-0.497, -2.107, 0.498], [-0.006, -1.112, -0.015], [-0.951, 1.853, 1.030], [0.586, -0.229, -0.786], [-0.608, 1.820, -0.272], [-1.071, -3.065, 1.154], [-2.004, 2.564, 1.405], [-0.254, 1.167, 1.931], [2.408, -1.338, -2.390], [0.916, 1.550, -1.681], [1.648, -0.865, -1.721], [-1.054, 2.507, -0.871], [-0.771, -4.023, 1.041], [-1.921, -2.902, 1.674], [-2.261, 2.645, 2.377], [-2.598, 3.040, 0.744], [0.610, 0.704, 1.697], [-0.473, 1.241, 2.912], [2.574, -2.303, -2.097], [3.294, -0.825, -2.354], [2.073, -1.348, -3.357]], "mulliken_charge": [-0.1601, 0.2070, -0.0357, 0.6936, -0.6096, -0.1778, -0.3959, -0.3540, -0.3150, -0.4931, 0.3968, 0.4340, 0.2567, 0.2501, 0.2461, 0.2188, 0.2128, 0.2222, 0.2258, 0.3809, 0.3989, 0.3973], "spin_multiplicity": 1, "homo_energy_ev": -15.25, "total_charge": 2, "de_lowest_kcal_mol": 0.0, "e_lumo_ev": -6.836}

{"formula": "C4H12N7S", "method": "wB97M-V/def2-TZVPD", "elements": ["N", "N", "C", "C", "C", "S", "N", "C", "N", "N", "N", "N", "H", "H", "H", "H", "H", "H", "H", "H", "H", "H", "H", "H"], "coordinates": [[-1.795, 1.438, 0.516], [-1.378, 1.079, -0.717], [-1.638, -0.050, -1.232], [-2.477, -1.153, -0.642], [-1.737, -1.921, 0.457], [-0.281, -2.862, -0.168], [0.986, -1.925, -0.218], [1.190, -0.692, 0.039], [2.447, -0.087, -0.110], [2.456, 1.305, -0.130], [3.519, -0.750, -0.108], [4.676, -0.179, -0.224], [-1.830, 2.445, 0.609], [-2.620, 0.980, 0.901], [-1.176, -0.227, -2.193], [-2.777, -1.841, -1.432], [-3.384, -0.732, -0.196], [-1.393, -1.267, 1.258], [-2.382, -2.692, 0.879], [0.439, 0.027, 0.357], [1.513, 1.686, -0.168], [3.007, 1.678, -0.901], [5.459, -0.816, -0.179], [4.836, 0.808, -0.052]], "mulliken_charge": [-0.3052, -0.3670, -0.1813, -0.5803, -0.7035, 0.0850, -0.4299, 0.0699, 1.0903, -0.8957, -0.2699, -0.3598, 0.2483, 0.1851, 0.4092, 0.3255, 0.3264, 0.3720, 0.3767, 0.4237, 0.3111, 0.3062, 0.2819, 0.2811], "spin_multiplicity": 1, "homo_energy_ev": -12.02, "total_charge": 1, "de_lowest_kcal_mol": 0.0, "e_lumo_ev": -4.415}

{"formula": "C4H12NO", "method": "wB97M-V/def2-TZVPD", "elements": ["C", "C", "C", "N", "C", "O", "H", "H", "H", "H", "H", "H", "H", "H", "H", "H", "H", "H"], "coordinates": [[0.358, 1.956, 1.237], [-0.496, 1.022, 0.363], [0.134, -0.374, -0.026], [0.638, -0.219, -1.507], [-0.824, -1.651, 0.051], [0.129, -2.596, -0.517], [1.355, 1.543, 1.484], [-0.225, 2.207, 2.151], [0.615, 2.837, 0.689], [-1.445, 1.061, 0.856], [-0.666, 1.641, -0.514], [1.112, -0.672, 0.538], [-0.146, -0.100, -2.183], [1.148, 0.735, -1.600], [1.169, -1.009, -1.711], [-1.120, -1.687, 1.083], [-1.786, -1.355, -0.506], [0.050, -3.339, 0.111]], "mulliken_charge": [-1.0213, -0.7554, 0.0535, -0.3971, -0.6837, -0.5088, 0.3296, 0.2750, 0.3051, 0.4807, 0.3801, 0.4024, 0.3539, 0.3718, 0.3374, 0.4296, 0.3114, 0.3356], "spin_multiplicity": 1, "homo_energy_ev": -15.13, "total_charge": 1, "de_lowest_kcal_mol": 44.9, "e_lumo_ev": -3.399}

{"formula": "C4H12NO", "method": "wB97M-V/def2-TZVPD", "elements": ["C", "C", "C", "C", "N", "H", "H", "H", "H", "H", "H", "H", "H", "H", "H", "H", "H", "O"], "coordinates": [[2.103, -1.012, 1.147], [0.630, -0.679, 0.888], [0.099, -1.229, -0.404], [-0.587, -0.560, -1.315], [-0.394, 0.938, -1.364], [2.218, -2.090, 1.246], [2.706, -0.789, 0.258], [2.561, -0.490, 1.975], [0.001, -1.172, 1.632], [0.510, 0.390, 1.004], [0.225, -2.305, -0.492], [-1.268, -0.890, -2.087], [-1.056, 1.395, -0.707], [-0.462, 1.341, -2.297], [0.580, 1.107, -1.116], [-2.492, 2.767, 0.283], [-3.079, 1.428, 0.858], [-2.296, 1.849, 0.492]], "mulliken_charge": [-1.1955, -0.2954, -0.3477, -0.3421, -0.2279, 0.3285, 0.3341, 0.3501, 0.3087, 0.2551, 0.3872, 0.4383, 0.2904, 0.3910, 0.3700, 0.3209, 0.3152, -0.6807], "spin_multiplicity": 1, "homo_energy_ev": -14.39, "total_charge": 1, "de_lowest_kcal_mol": 27.3, "e_lumo_ev": -3.381}

{"formula": "C4H12NO", "method": "wB97M-V/def2-TZVPD", "elements": ["C", "C", "C", "C", "N", "H", "H", "H", "H", "H", "H", "H", "H", "H", "H", "H", "H", "O"], "coordinates": [[0.225, 2.863, 0.166], [-0.978, 1.986, -0.105], [-0.583, 0.710, 0.577], [-0.583, -0.413, -0.114], [-0.243, -1.720, 0.567], [0.341, 3.681, 1.144], [1.169, 2.472, -0.119], [0.354, 3.731, -0.458], [-1.882, 2.322, 0.410], [-1.165, 1.739, -1.183], [-0.095, 0.671, 1.660], [-0.461, -0.459, -1.189], [-0.818, -2.471, 0.204], [-0.365, -1.726, 1.608], [0.731, -2.055, 0.360], [2.172, -4.016, -1.238], [0.716, -3.878, -1.380], [1.465, -3.436, -0.910]], "mulliken_charge": [-1.2689, -0.0603, -0.2992, -0.3004, -0.2986, 0.2833, 0.3806, 0.3784, 0.2604, 0.2967, 0.2352, 0.3122, 0.3614, 0.3654, 0.3564, 0.3236, 0.3216, -0.6477], "spin_multiplicity": 1, "homo_energy_ev": -14.22, "total_charge": 1, "de_lowest_kcal_mol": 61.5, "e_lumo_ev": -3.376}

{"formula": "C4H12NO", "method": "wB97M-V/def2-TZVPD", "elements": ["C", "N", "H", "H", "H", "H", "H", "H", "C", "C", "C", "O", "H", "H", "H", "H", "H", "H"], "coordinates": [[-0.646, 1.351, 2.131], [0.206, 1.292, 0.895], [-0.439, 0.470, 2.727], [-0.401, 2.250, 2.688], [-1.686, 1.351, 1.824], [-0.029, 0.465, 0.310], [1.196, 1.227, 1.129], [0.068, 2.119, 0.312], [0.542, -2.042, -0.162], [-0.324, -1.130, -0.989], [0.170, -0.329, -1.929], [-0.624, 0.515, -2.635], [0.196, -3.072, -0.233], [1.573, -2.031, -0.509], [0.532, -1.785, 0.902], [-1.402, -1.182, -0.880], [1.231, -0.297, -2.162], [-0.162, 0.827, -3.421]], "mulliken_charge": [-0.7912, -0.1486, 0.3226, 0.3581, 0.3541, 0.0427, 0.3917, 0.4118, -0.8698, -0.5164, -0.0500, -0.4663, 0.3501, 0.3071, 0.2527, 0.3590, 0.3250, 0.3676], "spin_multiplicity": 1, "homo_energy_ev": -12.89, "total_charge": 1, "de_lowest_kcal_mol": 29.5, "e_lumo_ev": -3.457}

{"formula": "C4H12NO", "method": "wB97M-V/def2-TZVPD", "elements": ["C", "C", "C", "C", "N", "H", "H", "H", "H", "H", "H", "H", "H", "H", "H", "H", "H", "O"], "coordinates": [[2.379, -0.357, -0.987], [0.948, -0.540, -1.323], [-0.010, -0.991, -0.419], [-1.334, -0.995, -0.808], [-0.013, 0.394, 2.398], [2.530, 0.730, -0.966], [3.084, -0.816, -1.678], [0.697, -0.280, -2.348], [2.544, -0.742, 0.019], [0.198, -1.252, 0.613], [-1.946, -1.678, -0.222], [-1.668, -0.736, -1.807], [0.630, 0.770, 3.086], [-0.295, 1.171, 1.813], [-0.829, 0.093, 2.922], [-1.623, 0.876, -0.107], [-2.426, 2.044, 0.600], [-1.570, 1.731, 0.305]], "mulliken_charge": [-1.1316, 0.3485, -0.0074, -0.7474, -0.6669, 0.3230, 0.4043, 0.3542, 0.3473, 0.3230, 0.3115, 0.3834, 0.2412, 0.2453, 0.2200, 0.3620, 0.3263, -0.6365], "spin_multiplicity": 1, "homo_energy_ev": -13.54, "total_charge": 1, "de_lowest_kcal_mol": 78.3, "e_lumo_ev": -7.258}